*a*
{
  "formula": "C3H6NO",
  "method": "ωB97M-V with the def2-TZVPD basis set",
  "elements": ["O", "N", "C", "C", "C", "H", "H", "H", "H", "H", "H"],
  "positions_angstrom": [[-2.586, -0.661, -0.215], [1.273, -0.798, 0.124], [-0.642, 1.028, 0.215], [-2.000, 0.243, 0.219], [0.376, 0.218, -0.516], [2.075, -0.868, -0.550], [0.211, -0.201, -1.540], [0.775, -1.671, 0.384], [-1.031, 1.892, -0.296], [1.868, -0.582, 0.897], [-0.319, 1.400, 1.279]],
  "orbital_gap_ev": [7.35, 8.00],
  "multiplicity": 1,
  "charge": 1
}

*b*
{
  "formula": "C3H6NO",
  "method": "ωB97M-V with the def2-TZVPD basis set",
  "elements": ["O", "N", "C", "C", "C", "H", "H", "H", "H", "H", "H"],
  "positions_angstrom": [[-0.219, 1.958, 0.841], [-0.766, -0.638, 0.404], [-0.023, 0.134, -0.664], [0.213, 1.642, -0.221], [0.611, -0.948, 0.138], [0.565, 2.414, -0.984], [-0.932, -0.248, 1.337], [1.388, -0.830, 0.817], [-1.288, -1.423, 0.328], [-0.366, -0.222, -1.698], [0.817, -1.838, -0.299]],
  "smiles": "O=C[C@H]1C[NH2+]1",
  "orbital_gap_ev": 11.35,
  "multiplicity": 1,
  "charge": 1
}

Least stable: *a*

*a*
{
  "formula": "C3H10OS2",
  "method": "ωB97M-V with the def2-TZVPD basis set",
  "elements": ["S", "S", "O", "C", "C", "C", "H", "H", "H", "H", "H", "H", "H", "H", "H", "H"],
  "positions_angstrom": [[-1.560, -0.292, 0.156], [-0.565, 1.245, 1.079], [0.429, -1.665, 3.152], [-0.068, -0.164, -2.229], [1.166, 0.782, 0.972], [-1.420, 0.153, -1.598], [-0.405, -1.311, 2.809], [0.637, -0.500, -1.471], [-2.255, -0.317, -2.102], [-1.649, 1.204, -1.642], [1.731, 1.128, 1.848], [1.630, 1.195, 0.086], [0.774, -0.950, 3.695], [0.393, 0.724, -2.684], [-0.154, -0.939, -2.987], [1.315, -0.292, 0.914]],
  "smiles": "CCSSC.O",
  "orbital_gap_ev": 9.76,
  "multiplicity": 1
}

*b*
{
  "formula": "C3H10OS2",
  "method": "ωB97M-V with the def2-TZVPD basis set",
  "elements": ["S", "S", "O", "C", "C", "C", "H", "H", "H", "H", "H", "H", "H", "H", "H", "H"],
  "positions_angstrom": [[1.011, -2.401, -0.607], [-1.306, -0.384, -0.172], [-0.094, 4.871, 3.128], [-0.499, -1.908, 0.240], [0.125, 0.766, 0.241], [0.469, -2.418, -2.355], [-0.095, 1.834, 0.072], [0.262, 4.637, 2.240], [-0.003, -1.438, -2.534], [0.947, 0.466, -0.431], [0.458, 0.636, 1.284], [-0.217, -1.690, 1.288], [-1.236, -2.734, 0.255], [-0.799, 5.533, 2.946], [-0.291, -3.205, -2.494], [1.268, -2.565, -3.102]],
  "smiles": "CSCSC.O",
  "orbital_gap_ev": 9.29,
  "multiplicity": 1
}

*c*
{
  "formula": "C3H10OS2",
  "method": "ωB97M-V with the def2-TZVPD basis set",
  "elements": ["S", "S", "O", "C", "C", "C", "H", "H", "H", "H", "H", "H", "H", "H", "H", "H"],
  "positions_angstrom": [[-2.124, 2.082, -1.385], [-2.951, 0.466, -0.381], [1.359, 0.001, 0.953], [2.233, -1.431, -0.870], [1.141, -0.445, -0.375], [-2.515, 0.814, 1.328], [2.623, -2.072, -0.074], [-1.433, 0.816, 1.467], [-2.900, 1.805, 1.592], [1.118, 0.347, -1.119], [-0.853, 1.639, -1.108], [-3.038, 0.157, 2.027], [1.770, -2.065, -1.620], [0.235, -1.062, -0.406], [2.260, -0.227, 1.174], [3.076, -0.825, -1.202]],
  "smiles": "CCO.CSS",
  "orbital_gap_ev": 9.36,
  "multiplicity": 1
}

Least stable: *c*

*a*
{
  "formula": "C3H10OS2",
  "method": "ωB97M-V with the def2-TZVPD basis set",
  "elements": ["S", "S", "O", "C", "C", "C", "H", "H", "H", "H", "H", "H", "H", "H", "H", "H"],
  "positions_angstrom": [[0.033, -2.153, -0.267], [-0.565, -3.585, -1.640], [-0.234, 1.707, -0.583], [-0.419, 1.953, 1.853], [1.245, -1.295, -1.354], [-0.778, 1.169, 0.597], [1.621, -0.465, -0.766], [-0.514, 2.628, -0.661], [-1.857, 1.000, 0.468], [-0.630, 1.489, 2.810], [2.080, -1.981, -1.532], [-0.325, 0.189, 0.757], [0.632, 2.248, 1.763], [-0.923, 2.923, 1.882], [-0.113, -4.690, -1.027], [0.748, -1.137, -2.299]],
  "smiles": "CCO.CSS",
  "orbital_gap_ev": 9.33,
  "multiplicity": 1
}

*b*
{
  "formula": "C3H10OS2",
  "method": "ωB97M-V with the def2-TZVPD basis set",
  "elements": ["S", "S", "O", "C", "C", "C", "H", "H", "H", "H", "H", "H", "H", "H", "H", "H"],
  "positions_angstrom": [[3.863, -0.439, 1.110], [2.321, 0.932, 0.748], [-2.729, 0.272, -2.943], [-2.299, -0.112, -1.635], [4.366, 0.165, 2.725], [-3.540, -0.520, -0.830], [-3.977, 0.315, -0.283], [4.980, -0.615, 3.147], [-1.630, -0.973, -1.683], [-4.339, -0.749, -1.555], [-3.303, -1.370, -0.209], [-2.020, 0.811, -3.345], [5.006, 1.057, 2.639], [3.504, 0.363, 3.341], [1.630, 0.094, -0.036], [-1.832, 0.769, -1.192]],
  "smiles": "CCO.CSS",
  "orbital_gap_ev": 8.75,
  "multiplicity": 1
}

Least stable: *b*

*a*
{
  "formula": "C41H29Cl5F9N2O7P2STi",
  "method": "ωB97M-V with the def2-TZVPD basis set",
  "elements": ["Ti", "Cl", "Cl", "Cl", "Cl", "Cl", "S", "P", "P", "F", "F", "F", "F", "F", "F", "F", "F", "F", "O", "O", "O", "O", "O", "O", "O", "N", "N", "C", "C", "C", "C", "C", "C", "C", "C", "C", "C", "C", "C", "C", "C", "C", "C", "C", "C", "C", "C", "C", "C", "C", "C", "C", "C", "C", "C", "C", "C", "C", "C", "C", "C", "C", "C", "C", "C", "C", "C", "C", "H", "H", "H", "H", "H", "H", "H", "H", "H", "H", "H", "H", "H", "H", "H", "H", "H", "H", "H", "H", "H", "H", "H", "H", "H", "H", "H", "H", "H"],
  "positions_angstrom": [[-0.119, 0.486, 0.198], [-0.127, 5.591, 2.695], [2.713, 5.328, 3.999], [-1.291, 3.201, 1.060], [3.120, 0.316, 2.050], [4.312, 2.675, 3.663], [-0.622, -0.197, 2.451], [-0.254, -2.711, -1.595], [-2.822, 0.596, -0.792], [-6.355, 6.351, -1.219], [-3.878, -4.253, 3.843], [-3.733, -2.575, 5.199], [-4.691, -2.925, -6.248], [-5.582, -2.956, 4.157], [-6.225, -3.597, -4.879], [-4.269, -4.506, -4.838], [-7.696, 5.176, 0.006], [-7.746, 4.977, -2.141], [-0.865, 3.745, -4.703], [1.363, -0.424, -0.501], [-1.719, 2.312, -3.217], [3.646, 3.144, -6.130], [4.956, 1.790, -5.101], [3.526, -0.413, -1.006], [0.064, 1.732, -1.266], [3.884, 2.367, -5.220], [-0.707, 2.888, -3.775], [-3.514, -1.349, -4.305], [-5.892, 4.033, -1.010], [1.230, -3.397, -4.022], [1.010, 1.912, 1.472], [-4.233, -2.964, 4.005], [2.769, 2.843, 2.891], [0.329, 3.101, 1.707], [1.590, 2.693, -4.413], [-4.559, 4.269, -1.295], [-3.098, -0.235, 0.807], [-1.200, -4.127, -2.335], [-4.065, 1.950, -0.880], [3.120, 1.278, -3.175], [-5.419, 1.720, -0.616], [-2.196, -4.754, -1.362], [0.809, 4.154, 2.470], [-3.793, -2.078, 2.889], [-3.053, -0.468, -3.338], [-4.492, -1.515, -1.711], [-6.331, 2.754, -0.675], [-3.537, -0.553, -2.033], [-2.530, -1.702, 0.817], [-4.906, -3.320, -4.981], [-4.456, -2.313, -3.970], [0.578, 2.444, -3.488], [2.063, 4.031, 3.057], [-6.905, 5.133, -1.092], [-3.642, 3.225, -1.228], [2.423, 0.059, -1.169], [1.047, -2.393, -2.886], [1.404, -4.881, -0.628], [2.132, 1.073, -2.205], [-3.034, -2.554, 1.891], [-4.312, -0.716, 2.882], [2.236, 1.807, 2.122], [0.896, 1.738, -2.273], [-4.056, 0.110, 1.858], [2.844, 2.117, -4.230], [0.721, -3.564, -0.277], [-1.669, -0.542, 1.154], [-4.955, -2.394, -2.676], [2.020, -3.053, -4.694], [0.822, -1.410, -3.308], [-0.522, -4.897, -2.712], [-2.606, 3.377, -1.503], [-1.737, -3.726, -3.200], [4.076, 0.790, -3.077], [-4.228, 5.259, -1.577], [-4.526, 1.086, 1.819], [-2.783, -3.607, 1.856], [-5.760, 0.721, -0.369], [-7.379, 2.577, -0.466], [0.321, -3.509, -4.615], [-1.695, -5.142, -0.471], [1.993, -5.247, 0.216], [-5.692, -3.147, -2.424], [-3.138, -1.286, -5.317], [-4.970, -0.410, 3.685], [-2.944, -4.031, -1.037], [0.059, -3.689, 0.587], [-2.365, -2.181, -0.139], [1.987, -2.268, -2.343], [-2.332, 0.310, -3.581], [-4.864, -1.594, -0.696], [1.512, -4.387, -3.660], [-2.729, -5.584, -1.832], [0.684, -5.660, -0.889], [1.460, -2.820, 0.030], [1.368, 3.298, -5.276], [2.085, -4.759, -1.472]],
  "orbital_gap_ev": [4.59, 7.06],
  "multiplicity": 2,
  "charge": -2
}

*b*
{
  "formula": "C41H29Cl5F9N2O7P2STi",
  "method": "ωB97M-V with the def2-TZVPD basis set",
  "elements": ["Ti", "Cl", "Cl", "Cl", "Cl", "Cl", "S", "P", "P", "F", "F", "F", "F", "F", "F", "F", "F", "F", "O", "O", "O", "O", "O", "O", "O", "N", "N", "C", "C", "C", "C", "C", "C", "C", "C", "C", "C", "C", "C", "C", "C", "C", "C", "C", "C", "C", "C", "C", "C", "C", "C", "C", "C", "C", "C", "C", "C", "C", "C", "C", "C", "C", "C", "C", "C", "C", "C", "C", "H", "H", "H", "H", "H", "H", "H", "H", "H", "H", "H", "H", "H", "H", "H", "H", "H", "H", "H", "H", "H", "H", "H", "H", "H", "H", "H", "H", "H"],
  "positions_angstrom": [[0.140, -0.035, -0.149], [1.115, 3.895, 1.685], [-0.441, 5.115, 4.091], [-3.229, 0.976, 0.362], [-3.373, 4.230, 4.660], [-4.758, 2.171, 2.791], [-0.313, 2.089, -1.572], [2.056, -0.641, 1.460], [2.052, 0.142, -2.112], [5.640, 5.513, -0.145], [7.247, 4.295, -0.926], [0.779, 1.772, -8.488], [6.089, 5.534, -2.257], [-0.860, 0.394, -8.221], [4.414, -5.930, -0.817], [6.229, -5.211, -1.737], [4.649, -6.046, -2.957], [1.100, -0.341, -8.764], [-0.705, -1.031, 1.242], [-4.493, -6.256, -1.638], [-4.334, -6.029, 0.486], [-2.066, -3.556, -4.592], [-0.741, -1.278, -1.386], [-1.516, -2.701, 2.436], [-0.379, -2.292, -3.897], [-4.050, -5.690, -0.653], [-1.443, -2.964, -3.653], [-1.785, -2.829, 0.083], [5.418, 2.569, -2.257], [-3.129, 2.635, 2.477], [-3.130, -4.569, -0.844], [-2.774, -4.215, -2.137], [-0.149, 0.418, -5.559], [-1.424, -2.378, -1.211], [4.545, 1.522, -2.498], [-2.635, -3.934, 0.266], [3.794, 3.579, -0.796], [4.351, -1.536, -1.661], [2.531, 0.254, -4.882], [0.449, 0.553, -7.987], [5.990, 4.728, -1.177], [1.504, -0.615, 3.208], [-1.872, -3.165, -2.344], [2.997, -3.778, -2.561], [4.525, 0.255, 2.723], [2.396, -2.533, -2.646], [3.071, -1.395, -2.192], [3.618, 0.343, 1.499], [-2.430, 2.096, 1.403], [0.817, 0.429, -6.544], [0.223, 0.339, -4.221], [5.040, 3.597, -1.403], [4.956, -2.783, -1.579], [-1.207, 3.961, 3.060], [2.166, 0.336, -6.210], [2.471, -2.418, 1.225], [-1.330, -2.184, 1.344], [-0.522, 3.410, 1.985], [-1.095, 2.449, 1.144], [-0.327, 1.754, 0.133], [3.697, -2.993, 1.923], [0.998, 0.755, 3.650], [4.275, -3.904, -2.027], [-2.516, 3.567, 3.317], [4.887, -5.261, -1.889], [2.923, 2.526, -1.040], [3.289, 1.486, -1.892], [1.563, 0.278, -3.874], [5.361, 0.950, 2.618], [3.674, -2.828, 3.002], [1.562, -2.933, 1.558], [4.895, -0.677, -1.289], [-2.895, -4.235, 1.267], [3.990, 0.528, 3.634], [-0.537, 0.302, -3.457], [-1.199, 0.433, -5.814], [4.938, -0.742, 2.869], [6.394, 2.581, -2.726], [0.692, -1.342, 3.267], [2.321, -0.966, 3.845], [4.172, 0.114, 0.584], [-3.137, -4.746, -2.999], [3.283, 1.377, 1.372], [0.730, 0.746, 4.708], [3.579, 0.153, -4.641], [1.382, -2.461, -3.049], [4.867, 0.718, -3.145], [5.950, -2.877, -1.161], [1.737, 1.545, 3.495], [3.496, 4.377, -0.129], [2.921, 0.315, -6.986], [4.615, -2.552, 1.532], [3.754, -4.070, 1.752], [1.952, 2.501, -0.560], [2.457, -4.650, -2.910], [0.106, 1.022, 3.080], [2.531, -2.605, 0.153]],
  "orbital_gap_ev": [3.99, 5.23],
  "multiplicity": 2,
  "charge": -2
}

Least stable: *a*

*a*
{
  "formula": "C4H7NO2",
  "method": "ωB97M-V with the def2-TZVPD basis set",
  "elements": ["O", "O", "N", "C", "C", "C", "C", "H", "H", "H", "H", "H", "H", "H"],
  "positions_angstrom": [[0.698, -2.243, 0.573], [2.288, 0.052, 0.840], [-0.979, 0.707, -0.042], [0.913, 0.126, 0.974], [0.156, 1.234, 0.339], [0.161, -1.141, 0.501], [-1.101, -0.670, 0.059], [2.459, -0.907, 0.793], [-0.653, 0.346, -2.899], [0.600, 0.194, 2.043], [-1.747, 1.294, -0.338], [0.339, 2.299, 0.310], [-1.917, -1.183, -0.428], [-1.217, -0.106, -2.727]],
  "orbital_gap_ev": [8.01, 8.01],
  "multiplicity": 1
}

*b*
{
  "formula": "C4H7NO2",
  "method": "ωB97M-V with the def2-TZVPD basis set",
  "elements": ["O", "O", "N", "C", "C", "C", "C", "H", "H", "H", "H", "H", "H", "H"],
  "positions_angstrom": [[-3.224, 1.558, -0.713], [1.145, 1.482, 0.164], [-1.399, 0.602, 0.267], [-0.349, -0.376, 0.237], [1.031, 0.277, 0.166], [2.217, -0.658, 0.140], [-2.426, 0.651, -0.628], [-0.482, -1.038, -0.629], [-0.368, -1.029, 1.124], [-1.204, 1.466, 0.757], [3.134, -0.081, 0.264], [2.138, -1.408, 0.935], [2.256, -1.194, -0.815], [-2.469, -0.252, -1.270]],
  "smiles": "CC(=O)CNC=O",
  "orbital_gap_ev": 10.53,
  "multiplicity": 1
}

Least stable: *a*